Entry from the Open Molecules 2025 dataset: a molecular structure, C16H11ClIrN3O11S (ωB97M-V with the def2-TZVPD basis set).

energy above the lowest of the compared OMol25 structures with the same formula, charge and spin	54.5	kJ/mol
HOMO-LUMO gap	0.298	Ha

The geometry in ORCA input format:
```
! RIJCOSX wB97M-V def2-TZVPD def2/J DEFGRID3
* xyz 0 1
Ir 1.316 0.341 -0.261
O 4.491 0.564 -2.037
Cl 3.655 1.344 -1.226
O 4.139 2.638 -0.975
O 3.349 0.633 0.073
O 2.261 1.413 -1.809
O 0.703 -0.329 1.578
C 0.627 0.866 2.025
O 0.888 1.786 1.190
C 0.256 1.146 3.423
C -0.016 0.086 4.282
C -0.368 0.346 5.595
C -0.435 1.664 6.007
C -0.164 2.732 5.171
C 0.187 2.465 3.859
N -0.815 1.946 7.410
O -0.868 3.109 7.750
O -1.054 0.997 8.125
H 0.053 -0.929 3.918
H -0.586 -0.447 6.294
H -0.229 3.740 5.550
H 0.411 3.267 3.171
C -3.028 -0.488 -1.323
C -1.674 -0.088 -0.990
N -0.575 0.127 -0.776
H -3.507 0.282 -1.925
H -3.599 -0.652 -0.411
H -2.971 -1.420 -1.890
O 0.247 -4.846 -3.795
S -0.326 -3.810 -2.992
O -1.588 -4.045 -2.344
N 0.746 -3.250 -1.885
C 1.012 -1.997 -2.063
O 1.770 -1.369 -1.220
C 0.371 -1.371 -3.283
C 0.495 -0.103 -3.831
C -0.220 0.196 -4.985
C -1.040 -0.750 -5.591
C -1.152 -2.028 -5.058
C -0.435 -2.301 -3.913
H 1.145 0.636 -3.394
H -0.125 1.179 -5.426
H -1.580 -0.494 -6.493
H -1.766 -2.786 -5.526
*
```

Here are the natural (NBO) charges for atoms 1 to 8, given in e:
1. Ir 1.3631
2. O -0.7183
3. Cl 2.5219
4. O -0.7290
5. O -0.7821
6. O -0.8047
7. O -0.5960
8. C 0.7534